Here is C16H36AsN4RuS2Si2 as an isolated structure at a distorted geometry from OMol25. Energies are from ωB97M-V/def2-TZVPD.

## Properties
Molar mass (g mol⁻¹): 580.8
Expectation value of S²: 0.76
ΔE to the lowest compared entry with this formula, charge and spin (kJ/mol): 0.21
Net charge: +2
2S+1: 2
E_tot (eV): -123970.42572
Kohn-Sham gap (spin up / spin down) (eV): 6.83 / 7.24

Geometry as XYZ:
```
62
C16H36AsN4RuS2Si2 (ωB97M-V/def2-TZVPD)
Ru -0.194 -0.694 0.636
N -0.672 1.592 0.142
N -2.034 1.541 -0.217
C -2.608 0.429 -0.714
N -3.901 0.491 -0.970
S -1.712 -0.981 -1.117
H -0.620 2.186 0.969
H -0.140 2.012 -0.619
H -2.577 2.378 -0.059
H -4.456 1.320 -0.817
H -4.361 -0.319 -1.354
C 3.760 -2.021 -2.129
Si 1.958 -1.721 -1.850
C 0.914 -2.562 -3.125
C 1.634 0.115 -1.869
C 1.408 -2.277 -0.085
C 0.330 -3.255 0.090
C 0.200 -4.526 -0.458
C -0.939 -5.248 -0.159
C -1.925 -4.679 0.649
C -1.732 -3.410 1.142
N -0.605 -2.732 0.881
Si 2.330 -1.824 1.489
C 2.484 0.039 1.584
C 1.446 -2.458 3.004
C 4.003 -2.615 1.459
H 4.021 -1.686 -3.138
H 4.017 -3.081 -2.060
H 4.386 -1.470 -1.424
H 1.136 -2.135 -4.108
H -0.155 -2.442 -2.942
H 1.123 -3.634 -3.187
H 0.999 0.384 -2.719
H 2.552 0.708 -1.927
H 1.118 0.382 -0.952
H 0.990 -4.936 -1.074
H -1.069 -6.247 -0.554
H -2.829 -5.217 0.895
H -2.461 -2.919 1.774
H 1.547 0.598 1.734
H 2.960 0.440 0.687
H 3.122 0.276 2.441
H 0.509 -1.944 3.208
H 2.108 -2.360 3.871
H 1.207 -3.520 2.895
H 4.602 -2.267 0.616
H 3.914 -3.702 1.379
H 4.556 -2.388 2.376
C 1.029 0.637 4.782
As -0.812 0.171 4.604
C -1.813 1.520 5.508
C -1.120 -1.482 5.517
S -1.546 0.128 2.591
H 1.269 0.688 5.844
H 1.189 1.610 4.323
H 1.644 -0.114 4.299
H -1.495 1.553 6.550
H -2.870 1.273 5.450
H -1.630 2.481 5.033
H -1.361 -1.263 6.556
H -0.229 -2.103 5.468
H -1.956 -1.988 5.042
```

Atomic partial charges in e from the Mulliken method, atoms 1 to 2: 0.11, -0.69